C6H7N | wB97M-V/def2-TZVPD

Cartesian coordinates (Å):
C (-0.4038, -1.5166, 0.2337)
C (-0.0751, -0.1246, -0.2478)
C (1.1320, 0.5380, 0.3947)
C (1.0292, 0.5871, 1.8591)
N (0.9235, 0.6010, 3.0107)
C (-0.8163, 0.5565, -1.1965)
C (-1.2212, 1.5609, -1.9287)
H (0.4584, -2.1679, 0.0422)
H (-0.5988, -1.5534, 1.3127)
H (-1.2648, -1.9333, -0.2969)
H (-1.6030, 0.2632, -0.3804)
H (2.0273, -0.0463, 0.1385)
H (1.2706, 1.5512, 0.0096)
H (-0.8580, 1.6843, -2.9509)

Atoms 1-6, force components in eV/Å:
-0.01 -0.05 -0.03
-0.10 -0.05 -0.05
0.02 0.10 -0.03
-0.08 0.00 1.01
0.11 -0.01 -1.13
0.17 0.17 -0.17

Energy above the lowest of the compared OMol25 structures with the same formula, charge and spin: 559.6 kJ/mol
LUMO level: -0.27 eV
2S+1: 1
DFT total energy: -7819.8478 eV
Gap between HOMO and LUMO: 0.2905 Ha
Highest occupied orbital energy: -8.174 eV

C6H7N | wB97M-V/def2-TZVPD

Cartesian coordinates (Å):
N (0.0426, 1.3525, -1.8643)
C (0.1634, 0.5174, -0.7196)
C (0.7837, -0.7621, -0.6826)
C (0.4643, -1.6017, 0.3732)
C (-0.1913, -1.0692, 1.5157)
C (-0.5752, 0.2710, 1.4834)
C (-0.1249, 1.1445, 0.4859)
H (-0.0250, 0.7374, -2.6690)
H (-0.7732, 1.9400, -1.7372)
H (1.2878, -1.0734, -1.5808)
H (0.7435, -2.6766, 0.3574)
H (-0.2778, -1.6558, 2.4185)
H (-1.3400, 0.6541, 2.1632)
H (-0.1779, 2.2218, 0.4561)

Atoms 1-6, force components in eV/Å:
0.55 -1.45 0.38
2.17 1.16 0.25
-2.00 0.46 -0.74
0.67 -0.08 1.21
0.23 -0.05 -1.33
0.18 0.57 0.71

Energy above the lowest of the compared OMol25 structures with the same formula, charge and spin: 102.1 kJ/mol
LUMO level: 1.10 eV
SMILES string: Nc1ccccc1
2S+1: 1
DFT total energy: -7824.5888 eV
Gap between HOMO and LUMO: 0.3342 Ha
Highest occupied orbital energy: -7.997 eV

C6H7N2OS3Ta | wB97M-V/def2-TZVPD

Cartesian coordinates (Å):
Ta (-0.4507, -0.1620, -0.8621)
S (2.7160, 2.2889, 1.0323)
C (1.5644, 1.3974, 0.4344)
S (1.8169, -0.0898, -0.6300)
S (-0.1906, 1.5777, 0.6002)
N (-4.6386, 0.4926, -0.8553)
C (-4.4778, 0.5948, 0.5142)
C (-3.1767, 0.3466, 0.7615)
N (-2.5274, 0.0847, -0.4564)
C (-3.4803, 0.1970, -1.4104)
H (-5.5068, 0.6190, -1.3621)
H (-5.2980, 0.8243, 1.1727)
H (-2.6613, 0.2875, 1.7051)
H (-3.3530, 0.0581, -2.4742)
C (-0.2575, -3.2083, 0.1794)
C (-0.5363, -1.8119, 0.6570)
O (-0.8347, -1.4708, 1.7534)
H (-1.1441, -3.8145, 0.3773)
H (0.5741, -3.6062, 0.7662)
H (-0.0031, -3.2487, -0.8824)

Atoms 1-6, force components in eV/Å:
0.10 -0.43 0.15
-0.06 -0.06 -0.01
-0.13 -0.10 -0.14
0.55 -0.06 -0.15
-0.03 0.33 0.20
-0.01 0.01 0.01

Energy above the lowest of the compared OMol25 structures with the same formula, charge and spin: 362.3 kJ/mol
LUMO level: -9.97 eV
2S+1: 1
Total charge: +2
DFT total energy: -45401.2464 eV
Gap between HOMO and LUMO: 0.2286 Ha
Highest occupied orbital energy: -16.192 eV

C6H7N3O4 | wB97M-V/def2-TZVPD

Cartesian coordinates (Å):
C (0.5460, 0.5190, -1.4319)
C (0.0224, 1.7322, -1.1809)
C (-0.5262, 1.7248, 1.0091)
C (-0.6422, 0.2516, 1.0725)
C (0.6656, -0.3852, -0.2613)
C (0.2369, -1.8421, -0.6310)
N (-0.2158, 2.3692, -0.0130)
N (-1.8774, -0.3362, 0.7426)
N (1.9720, -0.2640, 0.5675)
O (-2.2058, -1.3290, 1.3759)
O (2.4701, 0.8063, 0.5864)
O (-2.5473, 0.0527, -0.2222)
O (2.2754, -1.2912, 1.1489)
H (0.6394, 0.1888, -2.3767)
H (-0.4124, 2.2129, -2.0192)
H (-0.6227, 2.3017, 1.9141)
H (-0.2240, -0.1529, 1.9553)
H (1.1353, -2.4648, -0.6885)
H (-0.3074, -1.8803, -1.6716)
H (-0.3818, -2.2133, 0.1241)

Atoms 1-6, force components in eV/Å:
-0.51 2.04 4.82
-0.23 -1.42 -2.29
-0.38 0.19 0.74
3.80 -0.02 -2.52
-2.41 -0.35 0.60
0.95 1.35 -2.24

Energy above the lowest of the compared OMol25 structures with the same formula, charge and spin: 880.9 kJ/mol
LUMO level: -1.36 eV
2S+1: 1
DFT total energy: -18987.1073 eV
Gap between HOMO and LUMO: 0.3070 Ha
Highest occupied orbital energy: -9.711 eV

C6H7N4S2 | wB97M-V/def2-TZVPD

Cartesian coordinates (Å):
C (-2.6604, -0.9144, -1.5731)
C (-1.6029, -1.6216, -1.4694)
C (-1.7376, -3.1106, -1.7971)
C (0.4712, -3.5313, -1.3438)
C (0.7080, -2.2442, -1.0171)
C (1.2978, 3.5008, 1.8847)
N (0.1675, -0.0668, -0.7240)
N (-0.7778, -3.9029, -1.7175)
N (-0.2667, -1.2800, -1.0576)
N (-0.5440, 0.9510, -0.7396)
S (1.6497, 2.7818, 0.2545)
S (-0.2771, 2.4832, -0.4494)
H (-3.5965, -0.4548, -1.7129)
H (-2.7149, -3.4501, -2.0875)
H (1.2250, -4.2979, -1.3311)
H (1.6797, -1.8955, -0.7093)
H (2.2517, 3.5265, 2.4027)
H (0.5982, 2.8710, 2.4232)
H (0.9117, 4.5093, 1.7722)

Atoms 1-6, force components in eV/Å:
0.68 1.09 0.53
1.72 -0.73 0.12
-0.74 0.99 -0.12
0.18 0.82 0.28
0.62 -0.83 -0.04
-0.22 -0.10 -0.16

Energy above the lowest of the compared OMol25 structures with the same formula, charge and spin: 118.1 kJ/mol
LUMO level (alpha / beta): -6.99 / -6.27 eV
2S+1: 1
Total charge: +1
DFT total energy: -33952.5663 eV
Gap between HOMO and LUMO (alpha / beta): 0.1960 / 0.2207 Ha
Highest occupied orbital energy (alpha / beta): -12.328 / -12.278 eV

C6H7N5 | wB97M-V/def2-TZVPD

Cartesian coordinates (Å):
C (-1.4047, 0.7061, 1.3169)
C (0.9740, -0.1361, -0.5464)
C (-1.8884, -1.8045, 0.5456)
C (-2.7512, -0.9844, -0.4032)
C (-1.9656, -0.4168, 0.7774)
C (2.2778, 1.9033, -0.9863)
N (-1.0519, 1.7697, 1.6748)
N (1.1020, -1.1919, 0.2726)
N (2.1548, -0.8894, 0.9888)
N (2.7987, 0.1210, 0.5887)
N (2.0262, 0.6393, -0.3927)
H (-2.4384, -2.5673, 0.9353)
H (-0.8395, -2.0936, 0.3351)
H (-2.3144, -0.6029, -1.2664)
H (-3.8889, -1.0372, -0.4624)
H (3.4501, 2.0274, -1.1081)
H (1.9460, 1.9237, -2.0069)
H (1.8133, 2.6338, -0.2628)

Atoms 1-6, force components in eV/Å:
-0.15 1.25 -0.07
0.85 -1.90 1.11
2.26 0.08 -1.77
-0.33 1.24 1.27
-2.00 0.43 0.34
2.71 1.45 0.73

Energy above the lowest of the compared OMol25 structures with the same formula, charge and spin: 884.6 kJ/mol
LUMO level (alpha / beta): -2.75 / -0.96 eV
2S+1: 1
DFT total energy: -13777.4845 eV
Gap between HOMO and LUMO (alpha / beta): 0.2152 / 0.3511 Ha
Highest occupied orbital energy (alpha / beta): -8.602 / -10.517 eV

C6H7NO | wB97M-V/def2-TZVPD

Cartesian coordinates (Å):
C (-2.3590, -0.3991, 0.1184)
C (-1.0225, 0.2448, 0.1589)
C (-0.4913, 1.3807, -0.1176)
C (1.0055, 0.7069, -0.4698)
C (1.4250, 0.0500, 0.8753)
C (0.1840, -0.8033, 0.1982)
H (-2.2646, -1.3864, 0.6101)
H (-0.9214, 2.4028, -0.3416)
H (1.9890, 1.1788, -1.0930)
H (2.3584, -0.5756, 0.8626)
H (1.0035, 0.6418, 1.8187)
H (0.1033, -1.9354, -0.1713)
H (1.6880, -1.0532, -1.0875)
N (0.7171, -0.5659, -1.1278)
O (-3.4152, 0.1132, -0.2335)

Atoms 1-6, force components in eV/Å:
-1.28 1.53 1.25
-1.03 -4.17 0.60
2.91 1.79 -2.38
4.74 4.31 -2.09
-3.68 -0.48 0.80
-0.92 -3.52 -0.79

Energy above the lowest of the compared OMol25 structures with the same formula, charge and spin: 593.6 kJ/mol
LUMO level: -0.19 eV
2S+1: 1
DFT total energy: -9866.5051 eV
Gap between HOMO and LUMO: 0.3545 Ha
Highest occupied orbital energy: -9.841 eV

C6H7NO | wB97M-V/def2-TZVPD

Cartesian coordinates (Å):
C (1.0402, 1.8340, 0.6285)
C (1.8127, 0.8228, 0.3013)
C (2.7341, 0.1181, -0.2168)
O (3.5017, -0.6724, -0.6091)
H (0.1832, 1.6926, 1.2719)
H (1.2237, 2.8419, 0.2703)
C (-0.4335, -1.6410, 1.4696)
C (-0.7386, -1.1964, 0.2913)
N (-0.8571, -0.8704, -0.8683)
C (-1.7985, 0.0074, -1.4830)
H (0.2643, -1.0964, 2.0853)
H (-0.8443, -2.5532, 1.8599)
H (-2.0526, -0.4126, -2.4562)
H (-2.7116, 0.1493, -0.8976)
H (-1.3236, 0.9764, -1.6472)

Atoms 1-6, force components in eV/Å:
0.24 -0.09 -0.15
-0.71 0.73 0.41
0.73 -1.02 -0.37
-0.08 0.35 0.01
-0.17 0.02 0.13
0.00 0.06 -0.01

Energy above the lowest of the compared OMol25 structures with the same formula, charge and spin: 373.7 kJ/mol
LUMO level: -0.65 eV
SMILES string: C=C=C=O.C=C=NC
2S+1: 1
DFT total energy: -9868.7843 eV
Gap between HOMO and LUMO: 0.2936 Ha
Highest occupied orbital energy: -8.635 eV

C6H7NO | wB97M-V/def2-TZVPD

Cartesian coordinates (Å):
O (-2.7253, -0.1476, 0.0786)
C (-1.5364, -0.3313, -0.3589)
C (-0.6613, -1.7528, -0.1478)
C (0.6520, -1.6587, 0.0300)
N (1.4640, -0.5135, -0.3205)
C (0.5915, 0.5635, 0.1631)
C (0.0350, 2.0540, 0.0084)
C (-0.4916, 0.7813, -0.5300)
H (-1.3899, -2.6247, 0.3619)
H (1.3127, -2.4748, 0.1524)
H (2.2781, -0.3381, 0.2239)
H (0.4934, 0.3286, 1.2337)
H (-0.2273, 2.4854, 1.2241)
H (0.3085, 3.1354, -0.6209)
H (-0.1036, 0.4932, -1.4982)

Atoms 1-6, force components in eV/Å:
4.87 -1.47 -2.54
-3.16 0.29 4.56
-4.67 0.66 1.72
1.87 0.51 -1.81
-1.52 1.38 0.02
6.06 -0.15 5.59

Energy above the lowest of the compared OMol25 structures with the same formula, charge and spin: 633.9 kJ/mol
LUMO level: 0.44 eV
SMILES string: O=C1C=CN[C@H]2C[C@H]12
2S+1: 1
DFT total energy: -9866.0875 eV
Gap between HOMO and LUMO: 0.3532 Ha
Highest occupied orbital energy: -9.171 eV

C6H7NO2 | wB97M-V/def2-TZVPD

Cartesian coordinates (Å):
C (0.5644, 1.5614, -0.4431)
C (-0.6927, 1.5998, -0.3894)
C (-1.6933, 0.8903, 0.6282)
O (-2.2595, -0.1125, -0.1214)
C (-1.5235, -1.0837, -0.6229)
N (-0.3606, -1.6034, -0.4257)
O (0.2277, -0.8949, 0.6277)
C (1.5453, -0.4943, 0.5800)
C (1.6628, 0.4559, -0.5936)
H (-2.6853, 1.6281, 1.0334)
H (-1.1390, 0.4329, 1.5094)
H (-1.9204, -1.5585, -1.4719)
H (2.3267, -1.4249, 0.6700)
H (1.6498, 0.1362, 1.4998)
H (2.9279, 0.5975, -0.9207)
H (1.3697, -0.1300, -1.5598)

Atoms 1-6, force components in eV/Å:
-1.34 -1.91 -0.49
2.65 -0.64 2.59
-1.05 3.61 1.24
-1.13 -1.05 -0.24
1.60 -1.46 -0.94
-0.14 1.62 0.19

Energy above the lowest of the compared OMol25 structures with the same formula, charge and spin: 767.6 kJ/mol
LUMO level: 0.38 eV
SMILES string: C1#CCO/C=N\OCC1
2S+1: 1
DFT total energy: -11912.4761 eV
Gap between HOMO and LUMO: 0.3653 Ha
Highest occupied orbital energy: -9.561 eV